The following is a DFT calculation (ωB97M-V/def2-TZVPD) of a 15-piece molecular cluster, C54H96O45 overall at a distorted geometry.

```
195
Properties=species:S:1:pos:R:3:forces:R:3:mulliken_charge:R:1
C -2.188470 1.196924 19.271837 -0.140 0.858 0.081 0.372
C -2.203893 1.551844 20.743657 0.248 -0.576 -1.064 -0.240
O -2.843693 0.348846 21.254390 0.274 0.472 1.676 -0.250
C -2.666718 -0.708061 20.424736 -1.712 0.689 -0.308 0.460
O -3.061711 -1.835065 20.557157 0.892 0.994 0.453 -0.494
O -2.201476 -0.225019 19.273640 1.268 -0.185 -1.561 -0.254
H -1.312670 1.655534 18.812764 0.100 -0.646 -0.352 0.294
H -3.085825 1.549342 18.763254 -0.104 -0.088 -0.015 -0.226
H -2.661478 2.528956 20.898468 -1.066 -0.646 0.504 0.127
H -1.183776 1.726601 21.085623 0.094 -0.857 0.529 0.299
C -2.046766 -3.459043 17.103996 0.112 0.876 0.298 -0.517
C -3.132603 -2.440113 16.869789 -0.155 1.447 0.032 1.798
O -4.355533 -3.174531 16.813481 0.347 -0.320 -0.001 0.464
C -4.046550 -4.478783 16.901245 -2.881 -2.772 1.809 0.219
O -4.909206 -5.356022 17.113339 2.978 2.680 -1.485 -0.581
O -2.715190 -4.688258 16.911515 -0.517 -0.676 -0.724 -0.409
H -1.670676 -3.466913 18.127030 0.122 0.201 -0.099 0.280
H -1.274180 -3.195317 16.381736 0.327 -0.974 0.055 0.411
H -2.999934 -1.901293 15.931614 -0.024 -0.130 -0.149 -0.675
H -3.157804 -1.688161 17.658487 -0.290 -0.172 0.089 -0.973
C -3.883147 7.701655 21.549313 1.629 -1.046 -0.630 -0.475
C -3.989471 6.164048 21.682011 1.821 0.916 -0.170 0.056
O -5.250476 5.986435 22.186951 -3.061 0.565 0.683 0.032
C -6.038630 7.119080 21.881028 1.172 -1.650 -0.434 0.497
O -7.220120 7.195664 21.857722 0.061 -0.336 0.607 -0.480
O -5.205040 8.068589 21.482873 -1.425 1.881 -0.174 -0.408
H -3.393792 7.978374 20.615481 -0.004 0.082 0.019 0.324
H -3.349506 8.195319 22.361483 -0.238 -0.060 0.229 0.293
H -3.223588 5.812826 22.373506 -0.202 -0.366 -0.040 0.299
H -3.916636 5.670552 20.712856 0.205 -0.033 0.022 -0.018
C -6.451767 -0.719235 17.486597 0.830 -1.532 -1.120 0.809
C -7.813994 -0.280793 17.715269 -1.907 -0.301 -1.540 1.920
O -7.656743 0.579800 18.816994 -2.919 0.055 0.834 0.040
C -6.411080 0.927091 18.919870 0.943 4.924 6.398 -0.542
O -5.939122 1.708660 19.809017 -1.744 -2.547 -3.440 -0.240
O -5.720475 0.362993 18.046079 4.117 -2.271 -3.067 0.029
H -6.187283 -0.886597 16.442504 0.122 0.320 0.073 0.087
H -6.377490 -1.680764 17.994562 1.160 0.244 0.425 -1.217
H -8.442972 -1.158340 17.864943 -0.264 0.275 0.840 -0.352
H -8.223170 0.194302 16.823662 -0.127 0.815 0.246 -0.812
C -9.518489 5.086795 22.235553 1.294 1.031 0.067 0.563
C -9.188551 5.402372 23.676796 -0.196 2.074 -0.047 -0.424
O -10.018667 4.531033 24.349255 -1.310 -1.049 2.430 -0.398
C -11.105315 4.220161 23.619200 -0.465 -2.756 0.243 0.656
O -12.087858 3.596814 24.002461 2.076 2.050 -0.776 -0.605
O -10.787065 4.458385 22.336405 -0.643 -0.016 -0.804 -0.351
H -8.662204 4.513364 21.880520 -0.816 -0.790 -0.761 -0.325
H -9.628387 6.003785 21.656636 0.080 -0.260 -0.116 0.355
H -9.527030 6.413535 23.902808 -0.005 0.315 0.110 0.380
H -8.168160 5.371559 24.058864 -0.003 -0.654 -0.470 0.202
C -11.897688 1.864129 18.983838 1.066 -0.170 -0.166 -0.496
C -11.497427 0.369086 19.033754 -2.616 0.558 0.544 0.554
O -10.573338 0.349351 20.058913 2.225 -1.053 1.182 0.052
C -10.027918 1.536439 20.214991 2.760 3.357 4.854 0.121
O -9.159408 1.911065 21.073002 -3.071 -2.359 -3.751 -0.368
O -10.721229 2.446545 19.543474 1.036 0.987 -1.191 -0.271
H -12.612426 2.206366 19.732252 -0.873 -0.722 -0.508 0.380
H -12.098251 2.211958 17.970480 0.032 0.161 0.274 0.180
H -11.088469 -0.133784 18.157414 -0.427 0.311 -0.143 -0.087
H -12.379037 -0.076352 19.494656 -0.013 -0.936 -0.839 0.117
C -6.007043 -2.760862 21.734381 -1.544 -1.193 -0.189 -1.019
C -6.719884 -3.334944 20.423539 0.866 1.517 1.473 1.058
O -6.587358 -4.704386 20.239585 0.999 -2.862 0.071 0.017
C -7.146925 -5.695665 21.005954 -0.751 1.302 -0.482 0.503
O -7.919383 -5.497459 21.926393 1.441 -0.731 -1.436 -0.497
O -6.827998 -6.920138 20.504285 -0.391 0.351 0.954 -0.409
C -5.844412 -7.169887 19.484316 -0.261 1.108 -0.765 -0.203
H -6.039180 -1.676709 21.842407 -0.023 -0.010 -0.505 -0.026
H -4.985188 -3.110831 21.880777 -0.020 0.018 -0.523 0.392
H -6.584327 -3.151675 22.572299 -0.011 0.000 0.188 0.461
H -6.159595 -2.916602 19.587381 -0.302 -0.023 -0.239 -0.805
H -7.787038 -3.132427 20.332500 0.042 0.630 0.303 0.121
H -4.848654 -6.849476 19.790753 -0.009 -0.402 0.268 0.224
H -6.039407 -6.605305 18.572550 -0.283 0.219 0.251 -0.035
H -5.921207 -8.210391 19.168799 0.116 -0.059 0.728 0.308
C -2.830372 -3.354736 13.087526 0.217 -0.435 0.607 -1.403
C -3.879768 -2.263579 13.062929 0.604 0.555 -0.778 0.706
O -3.102677 -1.077977 12.662180 0.340 1.123 -0.199 0.231
C -3.375418 -0.182471 11.682240 0.095 1.096 -0.766 0.446
O -2.647324 0.753572 11.343452 -1.302 -2.360 1.179 -0.610
O -4.567172 -0.447930 11.131873 -0.333 -0.325 -0.484 -0.320
C -5.177701 0.398170 10.121943 -0.657 0.310 0.782 -0.578
H -2.341902 -3.540465 12.130965 -0.524 -0.122 -0.186 0.425
H -3.206301 -4.268106 13.548542 -0.301 -0.222 -0.442 0.392
H -1.992700 -3.111764 13.741253 -0.071 0.589 0.169 0.159
H -4.311791 -2.095361 14.049419 0.184 0.278 0.060 -0.400
H -4.718278 -2.402149 12.380436 0.273 -0.194 -0.127 0.403
H -6.085443 0.781186 10.588203 0.212 0.470 0.265 0.029
H -5.623924 -0.177579 9.311075 0.924 -0.464 -0.119 0.302
H -4.544033 1.221809 9.793026 0.130 -0.349 0.053 0.350
C -13.154979 -2.903562 18.196149 0.078 -0.106 -0.200 -1.183
C -11.816310 -3.571422 18.321544 -0.822 -0.674 2.846 0.072
O -11.031837 -3.440401 17.220756 2.904 0.520 -3.667 -0.292
C -9.688055 -3.722634 17.145017 1.002 -2.256 2.966 0.801
O -8.990678 -4.074120 18.159303 -2.510 1.859 -4.611 -0.568
O -9.328205 -3.716941 15.807388 -1.262 0.661 2.058 -0.273
C -8.046545 -4.181341 15.400920 0.602 -0.316 -0.087 -0.463
H -13.008671 -1.823965 18.161990 -0.613 -0.065 -0.238 0.079
H -13.707012 -3.230264 19.077410 -0.021 0.455 0.238 0.458
H -13.732063 -3.325390 17.373271 0.119 0.425 -0.344 0.358
H -12.059594 -4.612569 18.533490 0.634 -0.344 -0.019 0.379
H -11.332388 -3.141675 19.198609 0.299 -0.197 0.147 0.015
H -7.374130 -3.373586 15.111969 -0.002 0.433 0.766 0.081
H -8.144302 -4.683625 14.438491 -0.576 -0.441 0.252 0.326
H -7.627585 -4.842952 16.159098 0.207 0.163 -0.125 0.275
C -9.204604 -2.527924 27.423934 0.103 0.337 -0.394 -1.030
C -10.460219 -3.286580 27.012558 0.974 -0.471 0.353 -0.143
O -11.026591 -2.769797 25.800237 -0.224 0.119 -1.597 -0.363
C -10.474589 -3.089579 24.591139 2.848 -0.575 -1.353 0.662
O -9.502900 -3.851883 24.379496 -3.318 2.116 1.028 -0.549
O -11.051497 -2.310933 23.591466 -0.084 -1.212 1.493 -0.437
C -10.651833 -2.447076 22.191220 0.596 0.143 1.050 -0.264
H -8.543732 -2.410833 26.565081 0.079 -0.029 0.059 0.285
H -8.638707 -3.002950 28.225311 -0.181 -0.337 -0.067 0.336
H -9.466042 -1.538164 27.798260 -0.058 0.089 -0.171 0.294
H -11.165256 -3.163763 27.834707 -0.561 0.052 -0.566 0.272
H -10.273315 -4.354427 26.899050 0.107 0.027 -0.149 0.304
H -10.311351 -3.445559 21.916977 -0.222 -0.118 0.283 0.396
H -9.819738 -1.759491 22.039761 -0.022 0.026 -0.120 0.068
H -11.506786 -2.112572 21.603624 0.012 -0.137 0.176 0.134
C -15.642790 -1.495867 13.722396 -0.266 -0.469 0.135 -1.379
C -14.635256 -1.050341 14.820811 -1.568 -1.984 -0.352 0.245
O -13.570023 -0.294014 14.330810 1.442 1.766 -0.195 -0.389
C -12.792475 0.289611 15.249946 0.548 0.941 1.576 0.780
O -13.026606 0.294015 16.482077 1.278 0.130 -3.697 -0.595
O -11.718385 0.910477 14.569440 -2.625 -1.262 0.743 -0.434
C -10.620941 1.404288 15.322866 -0.013 -0.119 0.696 0.788
H -16.540434 -0.902263 13.549261 0.481 0.740 0.013 0.346
H -16.106299 -2.432325 14.032721 0.192 -0.178 0.571 0.395
H -15.234622 -1.805566 12.760317 0.505 0.549 0.028 0.348
H -14.169847 -1.975579 15.160555 -0.181 -0.037 0.476 0.031
H -15.170377 -0.579528 15.645477 0.271 0.161 -0.049 0.277
H -9.767342 1.462797 14.647560 -0.061 -0.334 0.076 0.001
H -10.487880 0.721842 16.162302 0.524 0.086 -0.011 -0.412
H -10.743089 2.409970 15.725099 -0.448 0.022 -0.087 -0.113
C -5.715255 4.788786 18.915396 -0.155 0.337 -1.078 -0.726
C -6.017080 4.615991 17.410994 -0.899 -0.353 1.895 0.186
O -7.283415 5.324867 17.205205 2.803 0.604 0.575 -0.318
C -8.258715 4.776985 16.571199 -1.153 -1.435 -0.650 0.775
O -8.343318 3.630546 16.177617 -0.009 0.153 -0.122 -0.266
O -9.182495 5.704427 16.477772 -0.289 1.333 -0.267 -0.410
C -10.431654 5.517806 15.856176 -0.554 -1.128 -0.038 -0.648
H -5.568501 5.858179 19.066935 0.160 0.019 0.293 0.594
H -4.813489 4.219583 19.141048 -0.077 0.037 0.249 0.069
H -6.558968 4.460631 19.522504 0.197 -0.185 -0.023 -0.124
H -6.168019 3.550316 17.238747 0.051 0.130 -0.525 -0.241
H -5.200265 5.057950 16.840400 -0.452 -0.008 -0.440 0.269
H -10.807535 6.488438 15.532625 0.108 -0.124 0.282 0.289
H -11.082036 5.022951 16.577436 -0.335 0.376 0.101 0.221
H -10.419950 4.832772 15.008416 0.502 0.116 -0.202 0.295
C -6.422064 0.901094 22.837547 -0.448 2.117 1.084 -0.488
C -6.522700 2.460223 22.973240 0.097 -1.057 -1.287 0.019
O -5.303542 3.046966 23.500138 -0.603 -0.016 0.745 0.041
C -5.101315 3.024556 24.850675 -0.935 -0.968 -1.523 0.443
O -5.804798 2.542821 25.695275 -0.142 0.224 0.003 -0.584
O -3.927877 3.575107 25.019743 1.151 1.018 0.806 -0.217
C -3.369186 3.730853 26.343076 -0.008 0.153 -0.382 -0.735
H -7.385527 0.626088 22.408370 0.098 -0.403 0.100 0.174
H -6.316456 0.615561 23.884172 0.025 -0.938 -0.228 0.568
H -5.595029 0.597807 22.195563 -0.030 0.124 0.192 -0.310
H -7.426117 2.799256 23.480196 0.270 -0.255 0.670 0.461
H -6.666671 2.814100 21.952379 0.584 0.471 0.040 -0.336
H -3.955601 4.287601 27.074012 -0.629 0.001 -0.457 0.310
H -2.505522 4.353800 26.110453 0.298 -0.487 0.422 0.233
H -3.161028 2.760693 26.794256 0.309 0.052 -0.236 0.287
C -2.893295 1.225993 15.547876 -0.503 -0.101 0.790 0.754
C -1.429589 1.593335 15.392621 -0.520 -0.136 -0.287 -0.686
O -0.757013 0.449260 14.873740 0.569 -0.102 -0.615 -0.231
C -0.255388 0.534100 13.605235 -1.057 4.079 -0.548 0.809
O -0.196035 1.594444 12.944087 0.140 -3.286 1.719 -0.637
O 0.074711 -0.670771 13.281836 0.505 -1.851 -1.781 -0.320
C 0.311376 -1.000147 11.868682 0.207 0.257 0.114 -0.696
H -3.288200 0.782096 14.634027 -0.008 0.259 -0.086 -0.267
H -3.500294 2.064673 15.888842 0.024 0.492 -0.545 0.297
H -3.120925 0.533289 16.358079 0.557 -0.493 0.020 -0.564
H -0.950278 1.826785 16.343341 -0.047 0.215 -0.068 0.139
H -1.351447 2.405613 14.669981 0.275 0.085 0.223 0.461
H -0.293702 -0.406915 11.183076 0.029 0.335 0.426 0.297
H 0.056149 -2.044157 11.687017 -0.122 0.016 0.628 0.253
H 1.370815 -0.891753 11.636453 -0.066 0.246 0.138 0.325
C -5.423670 2.611037 13.103435 -0.883 0.078 0.222 -1.178
C -6.462515 2.021943 14.065238 -0.091 -0.243 -0.783 0.493
O -6.784907 0.617990 13.744505 -0.019 -1.198 0.337 0.164
C -7.729203 0.280922 12.807649 1.034 1.931 1.161 0.039
O -8.203866 1.144992 12.113365 -0.616 -1.195 -0.418 -0.601
O -7.968834 -1.042717 12.884313 0.076 0.007 -0.594 0.161
C -9.047733 -1.597575 12.096779 -1.283 0.279 -0.404 -0.877
H -5.092367 3.567371 13.508118 0.021 0.073 0.062 0.432
H -5.879440 2.817336 12.135030 0.202 -0.186 -0.087 0.399
H -4.541130 1.976935 13.018859 -0.138 -0.058 -0.107 0.013
H -7.405846 2.561917 14.146710 0.154 0.175 -0.399 0.411
H -6.032632 2.058132 15.066238 -0.110 -0.748 0.081 -0.412
H -9.173188 -1.208456 11.086360 0.460 0.747 0.219 0.334
H -9.991802 -1.453570 12.622226 0.064 0.367 0.110 0.245
H -9.039130 -2.670252 11.903419 1.205 -0.113 0.765 0.293
```
Positions in Å, forces in eV/Å.

Summary:
Energy   -5500.9357 Ha
Energy relative to the best compared isomer or geometry (same formula, charge and spin)   0.320 eV
Spin multiplicity   1
Gap between HOMO and LUMO   9.70 eV